[1]
{"formula": "C19H39Cl6NO14", "method": "ωB97M-V with the def2-TZVPD basis set", "species": ["Cl", "Cl", "Cl", "Cl", "Cl", "Cl", "O", "O", "O", "O", "O", "O", "O", "O", "O", "O", "O", "O", "O", "O", "N", "C", "C", "C", "C", "C", "C", "C", "C", "C", "C", "C", "C", "C", "C", "C", "C", "C", "C", "C", "H", "H", "H", "H", "H", "H", "H", "H", "H", "H", "H", "H", "H", "H", "H", "H", "H", "H", "H", "H", "H", "H", "H", "H", "H", "H", "H", "H", "H", "H", "H", "H", "H", "H", "H", "H", "H", "H", "H"], "xyz": [[-0.3738, -4.0185, 7.3465], [5.3474, -6.9671, -0.6273], [2.7448, -6.0921, 1.1645], [1.3239, -1.1708, 6.9540], [1.6415, 1.6799, -1.6829], [1.7607, 1.2315, 2.1121], [-6.1377, 1.6825, 3.5833], [-2.9488, -2.1342, -2.8240], [-4.3571, 0.8513, 2.3509], [-4.5759, 0.5716, -6.5732], [-4.9474, -2.6284, -3.3576], [-1.9911, 5.9060, 0.2667], [7.6089, -1.9509, -1.1606], [-3.9837, 1.3087, 4.3267], [-2.6806, 7.6178, 1.6098], [-2.4081, 0.2312, -6.9324], [-3.9211, -1.0563, -8.0102], [9.0750, -3.3811, -0.1782], [-0.7117, 7.5651, 0.9043], [8.4838, -1.4527, 0.9161], [-3.7670, -2.8268, -3.4722], [-4.1888, 2.0187, 5.6008], [8.3210, -2.2295, -0.1772], [3.6066, -5.0301, 0.0010], [-1.8105, 6.9242, 0.8920], [-3.6666, -0.1382, -7.2244], [-2.0667, 1.2871, -6.1432], [-4.0908, 7.4070, 1.6672], [0.5304, 7.0854, 0.5330], [1.1755, -2.4290, 5.6568], [0.5946, 1.1646, 0.8241], [1.2354, 0.5543, -0.4317], [-6.0030, 0.3719, -6.6812], [7.7887, -0.2403, 0.9113], [-3.2873, -3.8958, -4.3888], [1.1132, -3.7648, 6.3349], [-4.9578, 0.9744, 1.0727], [-4.9610, 1.3682, 3.4096], [4.1257, -5.8461, -1.1578], [9.6322, -3.8628, 1.0501], [-4.3409, 6.3633, 1.8578], [2.1789, 0.0689, -0.1819], [0.5170, -0.1922, -0.7704], [-4.5450, 7.4909, 0.6799], [-5.5602, 1.8758, 0.9598], [0.1357, 2.1499, 0.7419], [-4.2649, 0.9542, 0.2315], [2.0292, -3.9438, 6.8978], [0.3928, 6.8195, -0.5150], [2.0846, -2.3903, 5.0567], [-3.1955, 2.3763, 5.8722], [10.6235, -3.4231, 1.1595], [7.9390, 0.3827, 0.0297], [-1.2250, 1.8132, -6.5936], [-4.5968, 8.1142, 2.3244], [4.6312, -5.2589, -1.9244], [-4.1318, -4.0261, -5.0654], [-3.2073, -4.7176, -3.6772], [0.8536, 6.2727, 1.1836], [-4.8778, 2.8576, 5.5022], [-4.4807, 1.3959, 6.4463], [1.3119, 7.8331, 0.6684], [-2.4602, -3.4704, -4.9572], [1.1995, -4.6488, 5.7030], [-6.1514, -0.6135, -7.1229], [4.3983, -4.5927, 0.6092], [-0.2446, 0.5956, 1.2243], [9.0209, -3.7219, 1.9415], [9.6361, -4.9468, 0.9356], [-1.9024, 1.1467, -5.0749], [0.2661, -2.2073, 5.0983], [6.7371, -0.5009, 1.0315], [-2.8306, 2.0603, -6.2249], [2.9416, -4.2770, -0.4220], [3.3478, -6.2341, -1.8154], [8.2016, 0.3156, 1.7531], [-6.5151, 1.1019, -7.3081], [-6.4442, 0.2643, -5.6903], [-5.7443, 0.2267, 0.9702]], "lowdin_charge": [0.51, 0.57, 0.51, 0.51, 0.58, 0.57, 0.11, 0.02, 0.00, -0.02, 0.06, 0.12, 0.09, -0.01, 0.01, 0.01, 0.09, -0.02, 0.02, -0.03, -0.45, -0.01, -0.52, -0.65, -0.66, -0.56, -0.09, -0.03, -0.04, -0.62, -0.68, -0.71, -0.01, -0.06, 0.06, -0.67, -0.04, -0.59, -0.72, -0.05, 0.09, 0.04, 0.07, 0.09, 0.09, 0.07, 0.10, 0.07, 0.10, 0.07, 0.09, 0.10, 0.10, 0.10, 0.10, 0.07, 0.10, 0.11, 0.10, 0.09, 0.09, 0.10, 0.11, 0.07, 0.09, 0.06, 0.06, 0.09, 0.09, 0.10, 0.07, 0.10, 0.09, 0.08, 0.08, 0.10, 0.10, 0.09, 0.10], "smiles": "C[N+](=O)[O-].COC(=O)OC.COC(=O)OC.COC(=O)OC.COC(=O)OC.ClCCCl.ClCCCl.ClCCCl", "energy_ev": -125619.526, "orbital_gap_ev": 10.710, "homo_energy_ev": -10.66}


[2]
{"formula": "C19H39FN2O10P2S", "method": "ωB97M-V with the def2-TZVPD basis set", "species": ["S", "P", "P", "F", "O", "O", "O", "O", "O", "O", "O", "O", "O", "O", "N", "N", "C", "C", "C", "C", "C", "C", "C", "C", "C", "C", "C", "C", "C", "C", "C", "C", "C", "C", "C", "H", "H", "H", "H", "H", "H", "H", "H", "H", "H", "H", "H", "H", "H", "H", "H", "H", "H", "H", "H", "H", "H", "H", "H", "H", "H", "H", "H", "H", "H", "H", "H", "H", "H", "H", "H", "H", "H", "H"], "xyz": [[10.8362, -4.3167, 2.9198], [6.2232, -5.7413, 2.4408], [4.2208, -4.8775, 2.4488], [10.5827, -2.9419, 3.8668], [2.0788, -1.6252, 1.3776], [11.0080, -3.9398, 1.4852], [3.1917, -6.0680, 3.1757], [9.4629, -5.2594, 3.1377], [12.0046, -5.0776, 3.5066], [3.7974, -4.5079, 1.0235], [8.9089, -6.0162, 0.9511], [4.1134, -3.5161, 3.5029], [-2.4846, 3.1267, -0.5996], [7.4091, -4.5586, 1.9133], [-3.5966, 2.9027, -1.3585], [0.9668, -1.8449, 0.6198], [-4.9246, 4.9021, -0.5512], [-3.3752, 3.5539, -2.6860], [0.1992, -1.7644, -1.7497], [-0.1882, -1.8862, 2.8771], [-4.7523, 2.8617, 0.8982], [-4.7826, 3.3625, -0.5705], [-6.0715, 2.7243, -1.1530], [-4.7983, 5.5442, -1.9277], [-4.3632, 2.9781, -3.7288], [1.0455, 0.3426, -0.6458], [8.6459, -5.3112, 1.9577], [1.1893, -1.1925, -0.7067], [-1.5083, -2.0173, 0.8261], [-0.2178, -1.3832, 1.4091], [-3.5226, 5.0887, -2.6273], [2.5794, -1.5317, -1.3066], [-0.2285, 0.8001, 0.0552], [-1.9838, 3.2175, -3.2847], [-0.3560, 0.1567, 1.4304], [-0.8275, -1.4315, -1.6108], [-5.8875, 5.1826, -0.1102], [-5.6735, 5.3122, -2.5414], [-4.1561, 5.3363, 0.1015], [3.4034, -1.0900, -0.7399], [-6.8392, 2.5922, -0.3845], [3.9286, -2.7138, 2.9555], [-5.8732, 1.7302, -1.5642], [-0.2128, 1.8884, 0.1650], [3.8214, -6.5709, 3.7622], [6.5715, -5.9938, 3.8150], [-1.9753, -1.4052, 0.0535], [-0.0923, -2.9758, 2.9187], [-1.1111, -1.6146, 3.3982], [1.0668, 0.7636, -1.6571], [-1.1045, 0.5712, -0.5583], [0.2090, -2.8587, -1.7424], [-1.8245, 2.1348, -3.3275], [-5.6760, 3.1317, 1.4187], [-3.9384, 3.3046, 1.4787], [-5.3907, 3.3084, -3.5911], [-1.8956, 3.6024, -4.3053], [1.9055, 0.7784, -0.1208], [0.4717, -1.4457, -2.7608], [-1.3180, 0.4393, 1.8722], [2.6679, -1.1456, -2.3268], [-4.3507, 1.8838, -3.7201], [-3.5018, 5.5081, -3.6391], [-4.7850, 6.6332, -1.8192], [-2.2761, -2.1485, 1.5948], [0.6269, -1.4462, 3.4581], [-1.1612, 3.6622, -2.7181], [-2.6641, 5.5271, -2.1024], [-6.5398, 3.3340, -1.9267], [-4.6537, 1.7724, 0.9413], [2.7360, -2.6146, -1.3508], [-4.0911, 3.2960, -4.7403], [-1.3126, -3.0113, 0.4134], [0.4139, 0.5885, 2.0836]], "lowdin_spin": [0.00, 1.06, 0.17, 0.00, 0.58, 0.00, 0.11, 0.02, 0.00, 0.03, 0.03, 0.05, -0.59, 0.34, -0.32, 0.33, -0.01, -0.02, 0.00, 0.00, 0.00, -0.02, 0.00, 0.00, 0.00, 0.01, 0.07, 0.02, 0.00, 0.02, -0.01, 0.00, 0.00, 0.00, 0.01, 0.00, 0.00, 0.00, 0.00, 0.00, 0.00, 0.00, 0.00, 0.00, 0.02, 0.10, 0.00, 0.00, 0.00, 0.00, 0.00, 0.00, 0.00, 0.00, 0.00, 0.00, 0.00, 0.00, 0.00, 0.00, 0.00, 0.00, 0.00, 0.00, 0.00, 0.00, 0.00, 0.00, 0.00, 0.00, 0.00, 0.00, 0.00, 0.00], "de_lowest_kj_mol": 695.21, "spin_multiplicity": 3, "energy_ev": -75912.216, "orbital_gap_ev": [5.494, 5.156], "homo_energy_ev": [-7.04, -9.14]}